{"formula": "C45H56ClN6O12S", "method": "ωB97M-V/def2-TZVPD", "e_homo_ha": -0.4221, "gap_ev": 7.52, "energy_ev": -104422.259, "charge": 1, "symbols": ["C", "C", "C", "C", "C", "C", "C", "C", "C", "C", "C", "C", "C", "C", "C", "C", "O", "O", "C", "N", "N", "C", "C", "C", "C", "S", "O", "O", "Cl", "H", "H", "H", "H", "H", "H", "H", "H", "H", "H", "H", "H", "H", "H", "H", "H", "H", "H", "H", "H", "H", "H", "H", "H", "H", "H", "H", "H", "H", "H", "H", "H", "H", "H", "H", "H", "C", "C", "C", "C", "C", "C", "N", "O", "O", "H", "H", "H", "H", "H", "C", "C", "C", "C", "C", "C", "N", "O", "O", "H", "H", "H", "H", "H", "C", "C", "C", "C", "C", "C", "N", "O", "O", "H", "H", "H", "H", "H", "C", "C", "C", "C", "C", "C", "N", "O", "O", "H", "H", "H", "H", "H"], "coordinates": [[-0.96433, 0.62738, -0.88120], [0.46774, 1.11571, -1.06520], [1.36801, 0.82000, 0.13702], [2.80148, 0.44301, -0.23800], [3.34505, -0.58925, 0.72515], [4.80711, -0.97138, 0.55142], [5.09555, -1.50080, -0.84542], [4.85107, -3.00798, -1.01448], [3.74282, -3.17813, -2.05831], [2.91289, -4.49907, -2.01185], [1.67910, -4.33002, -1.19000], [1.73632, -4.50737, 0.20270], [0.58417, -4.38494, 0.93711], [0.47408, -4.66084, 2.41380], [1.69192, -5.34869, 3.02324], [2.81646, -4.46253, 3.46733], [3.95621, -4.77217, 3.32370], [2.48618, -3.34076, 4.13922], [-0.58283, -4.00461, 0.26166], [-0.63032, -3.83783, -1.02995], [0.49159, -4.03006, -1.71755], [0.32921, -3.86656, -3.17094], [0.90121, -2.56078, -3.71577], [0.76691, -1.36633, -2.77922], [1.60062, -0.12296, -3.15814], [2.07529, 0.11588, -4.85302], [2.91481, -0.95476, -5.27597], [2.57562, 1.44305, -4.94921], [0.31148, 0.07007, -5.85722], [-0.98940, -0.37233, -0.45027], [-1.47190, 0.56976, -1.83818], [-1.54976, 1.29054, -0.25376], [0.41633, 2.17279, -1.27808], [0.86165, 0.60753, -1.94503], [0.89544, 0.02847, 0.72237], [1.35643, 1.70167, 0.76575], [3.40753, 1.34247, -0.23474], [2.75358, 0.02008, -1.24016], [2.71962, -1.48803, 0.68655], [3.24853, -0.16799, 1.72223], [5.44192, -0.12735, 0.79255], [5.04010, -1.74966, 1.27064], [4.50966, -0.93976, -1.56517], [6.13217, -1.28112, -1.07425], [4.59733, -3.49882, -0.08375], [5.74752, -3.46234, -1.41979], [4.13903, -3.05115, -3.05658], [3.04714, -2.37226, -1.85020], [2.70016, -4.83956, -3.01472], [3.48502, -5.28535, -1.53408], [2.66830, -4.78632, 0.65430], [0.22803, -3.76433, 2.97290], [-0.35687, -5.35249, 2.52859], [2.09693, -6.09514, 2.35617], [1.39672, -5.87560, 3.92607], [1.96007, -2.74142, 3.59960], [-1.49705, -3.88803, 0.81777], [0.77364, -4.71846, -3.66344], [-0.72689, -3.91971, -3.38526], [1.93404, -2.72927, -3.98960], [0.38011, -2.34060, -4.63790], [-0.26976, -1.05414, -2.72815], [1.05962, -1.61680, -1.76556], [2.53173, -0.05170, -2.60918], [1.02677, 0.76423, -2.92160], [-3.77413, 6.22662, 1.40039], [-2.39306, 6.34311, 1.30533], [-1.70345, 5.64339, 0.33139], [-2.41795, 4.83615, -0.53520], [-3.79056, 4.70316, -0.45364], [-4.47142, 5.40692, 0.52432], [-1.69593, 4.10490, -1.58299], [-0.48548, 4.22689, -1.62733], [-2.33703, 3.41734, -2.34857], [-4.30950, 6.78091, 2.15904], [-1.85361, 6.98298, 1.98903], [-0.63039, 5.72823, 0.25005], [-4.32042, 4.06601, -1.14403], [-5.54558, 5.32258, 0.60045], [-8.64490, 3.86744, -4.62719], [-8.88121, 5.17145, -5.04022], [-8.23457, 6.22604, -4.41701], [-7.35542, 5.95151, -3.38755], [-7.11080, 4.66196, -2.95803], [-7.76329, 3.61385, -3.58490], [-6.65337, 7.07054, -2.73698], [-6.90772, 8.18915, -3.12202], [-5.85881, 6.81005, -1.85360], [-9.14872, 3.04657, -5.11917], [-9.56872, 5.36824, -5.85043], [-8.41257, 7.24310, -4.73096], [-6.42308, 4.47509, -2.14847], [-7.58210, 2.59838, -3.26176], [3.93292, 6.50738, -1.32467], [4.71427, 6.55441, -0.17737], [4.35386, 5.81974, 0.94018], [3.21152, 5.04459, 0.88267], [2.41559, 4.98750, -0.24783], [2.78348, 5.72807, -1.35826], [2.83033, 4.24530, 2.05763], [3.51971, 4.31813, 3.04886], [1.83706, 3.54993, 1.95362], [4.22064, 7.08028, -2.19571], [5.60679, 7.16328, -0.15312], [4.95426, 5.85108, 1.83673], [1.52257, 4.37989, -0.26835], [2.17275, 5.69496, -2.24968], [-1.72491, -6.47816, 9.00625], [-1.09871, -7.49685, 8.29998], [-1.09735, -7.48243, 6.91597], [-1.72543, -6.43725, 6.26343], [-2.36008, -5.41622, 6.94702], [-2.35711, -5.44231, 8.33081], [-1.70876, -6.40656, 4.79719], [-1.15763, -7.31700, 4.21012], [-2.23245, -5.46293, 4.23571], [-1.72002, -6.49143, 10.08748], [-0.60957, -8.30269, 8.82805], [-0.61459, -8.27099, 6.35917], [-2.84781, -4.61443, 6.41418], [-2.84643, -4.65293, 8.88303]], "forces_ev_per_a": [[0.0, 0.1, 0.0], [-0.7, -0.5, 1.1], [-0.5, 0.5, -0.1], [-0.7, -0.3, 0.3], [0.4, 0.2, 0.5], [-0.4, -0.2, -0.2], [0.8, -0.1, 0.5], [-0.3, 0.4, -1.1], [-0.6, -0.4, 0.6], [0.3, 0.3, 0.0], [0.0, -0.3, 0.6], [-0.6, 0.1, -0.3], [0.4, 0.2, 0.7], [0.5, -0.7, -0.2], [-0.3, 0.2, 0.0], [0.3, -0.2, -0.5], [0.6, -0.2, 0.0], [0.0, 0.6, 0.2], [0.2, -0.1, -0.3], [-0.1, 0.0, 0.0], [0.1, 0.0, -0.3], [-0.4, 0.3, -0.4], [0.4, -0.2, 0.3], [0.2, 0.3, -0.5], [-0.1, -1.2, -3.0], [1.1, 0.2, 0.5], [-0.2, -0.6, -0.5], [-0.2, 0.4, -0.1], [-0.1, -0.1, 0.0], [0.0, -0.1, 0.2], [-0.3, 0.1, -0.2], [-0.1, 0.1, 0.2], [0.3, 0.4, -0.3], [-1.4, 1.0, 4.5], [0.1, -0.2, 0.1], [0.2, 0.0, 0.4], [0.4, 0.1, -0.2], [0.6, 0.2, 0.8], [-0.1, -0.1, 0.0], [-0.2, -0.1, 0.3], [0.1, 0.3, -0.1], [0.2, -0.1, 0.3], [0.0, 0.1, -0.3], [0.2, 0.0, -0.1], [0.0, 0.0, 0.4], [0.2, -0.3, 0.2], [0.1, 0.2, -0.2], [-0.2, 0.2, -0.3], [-0.2, -0.1, -0.2], [0.2, -0.2, 0.1], [0.3, -0.1, 0.1], [-0.3, 0.2, 0.0], [-0.4, 0.1, 0.1], [0.1, -0.3, -0.1], [-0.2, -0.1, 0.2], [-0.3, 0.0, 0.1], [-0.3, 0.1, -0.1], [0.2, -0.2, -0.1], [-0.3, 0.0, 0.4], [0.3, 0.1, 0.0], [-0.1, -0.1, -0.2], [-0.2, -0.1, 0.0], [0.0, -0.1, 0.3], [0.1, 0.0, -0.8], [0.9, 0.2, -3.1], [0.0, 0.0, 0.0], [-0.1, 0.0, 0.0], [0.2, 0.1, 0.1], [0.0, 0.1, 0.1], [-0.2, -0.1, 0.0], [0.1, 0.0, 0.1], [-0.1, 0.1, 0.0], [0.1, 0.1, 0.0], [0.0, -0.1, -0.1], [0.0, 0.0, 0.0], [0.0, 0.0, 0.0], [0.0, 0.0, -0.1], [0.1, 0.0, -0.1], [0.0, 0.0, 0.0], [0.0, 0.0, 0.0], [0.0, -0.1, 0.0], [-0.1, 0.1, -0.2], [0.0, -0.1, 0.0], [0.1, -0.2, 0.1], [-0.1, 0.0, -0.1], [0.0, 0.1, 0.0], [0.0, 0.1, 0.0], [0.0, -0.1, 0.0], [0.0, 0.0, 0.0], [0.0, 0.0, 0.0], [0.1, 0.0, 0.1], [0.0, 0.1, 0.0], [0.0, 0.0, 0.0], [0.0, 0.0, 0.0], [-0.1, 0.0, -0.1], [0.2, 0.1, 0.1], [0.0, 0.1, -0.1], [-0.1, -0.1, -0.1], [0.1, 0.1, 0.0], [0.0, 0.1, -0.2], [0.1, 0.0, 0.1], [-0.1, -0.1, 0.2], [0.0, 0.0, 0.0], [0.0, 0.0, 0.0], [-0.1, -0.1, 0.1], [0.0, 0.0, 0.1], [0.0, 0.0, 0.0], [0.0, 0.0, 0.0], [0.0, 0.1, 0.0], [0.1, -0.2, 0.0], [0.0, 0.0, 0.1], [-0.1, 0.2, 0.0], [0.1, -0.1, 0.0], [0.0, 0.0, 0.1], [0.1, 0.0, -0.1], [0.0, 0.2, -0.1], [0.0, 0.0, 0.0], [0.0, 0.0, 0.0], [0.0, 0.0, -0.1], [0.0, 0.0, -0.1], [0.0, 0.0, 0.0]], "lowdin_charge": [-0.0885, -0.2477, -0.1663, -0.1859, -0.2088, -0.1882, -0.1865, -0.1604, -0.1555, -0.0768, -0.1297, 0.1000, -0.1231, -0.1137, -0.0864, -0.5393, 0.1482, 0.1145, -0.0128, 0.1753, -0.0389, -0.0799, -0.1699, -0.1730, -0.3077, 0.3439, -0.3218, -0.3102, 0.4539, 0.0611, 0.0697, 0.0751, 0.0956, -0.0235, 0.1043, 0.0853, 0.1342, 0.0464, 0.0993, 0.1197, 0.1162, 0.1083, 0.0904, 0.1152, 0.1009, 0.1167, 0.1274, 0.0788, 0.1136, 0.1319, 0.1271, 0.1325, 0.1048, 0.1276, 0.1340, 0.1092, 0.1436, 0.1281, 0.1325, 0.0889, 0.0878, 0.1135, 0.1045, 0.0809, 0.0709, -0.0536, -0.0538, 0.0045, -0.1418, -0.0094, -0.0696, -0.3340, 0.0421, 0.0824, 0.1119, 0.1115, 0.1103, 0.1067, 0.1099, -0.0679, -0.0594, 0.0015, -0.1424, -0.0035, -0.0642, -0.3448, 0.0933, 0.0659, 0.1082, 0.1106, 0.1217, 0.0991, 0.1072, -0.0610, -0.0599, -0.0023, -0.1472, -0.0115, -0.0535, -0.3455, 0.0923, 0.0487, 0.1103, 0.1106, 0.1207, 0.0884, 0.1108, -0.0560, -0.0550, -0.0004, -0.1528, -0.0015, -0.0558, -0.3470, 0.0699, 0.0601, 0.1128, 0.1129, 0.1204, 0.1192, 0.1125]}



{"formula": "C45H56FN6OS6V", "method": "ωB97M-V/def2-TZVPD", "e_homo_ha": [-0.1236, -0.1758], "relative_energy_kcal_mol": 24.34, "spin_multiplicity": 4, "gap_ev": [5.73, 6.93], "s2": 3.78, "energy_ev": -151983.444, "charge": -1, "symbols": ["V", "C", "C", "N", "N", "C", "O", "C", "C", "C", "C", "C", "C", "C", "C", "C", "C", "C", "N", "H", "H", "H", "H", "H", "H", "H", "H", "H", "H", "H", "H", "C", "C", "C", "C", "C", "C", "C", "C", "C", "C", "C", "C", "N", "C", "C", "C", "C", "C", "C", "F", "H", "H", "H", "H", "H", "H", "H", "H", "H", "H", "H", "H", "H", "H", "H", "H", "H", "H", "H", "H", "H", "C", "S", "C", "C", "S", "S", "C", "S", "S", "H", "H", "H", "C", "C", "C", "C", "N", "C", "S", "N", "C", "C", "C", "C", "H", "H", "H", "H", "H", "H", "H", "H", "H", "H", "H", "H", "H", "H", "H", "H", "H", "H", "H", "H"], "coordinates": [[0.21393, 1.14696, 1.46835], [-3.60467, 1.11456, -0.22415], [-2.40497, 0.92296, 0.65865], [-1.16687, 1.08196, 0.22365], [-0.95087, 1.49996, -1.01815], [0.33813, 1.75336, -1.17485], [1.18903, 1.50246, -0.27815], [0.72643, 2.42486, -2.42865], [-0.14057, 3.34346, -3.02095], [0.25683, 4.04266, -4.14415], [1.50933, 3.81626, -4.69685], [2.36223, 2.88486, -4.12195], [1.97913, 2.19526, -2.98845], [-2.49387, 0.72386, 2.05945], [-3.71057, 0.54226, 2.73725], [-3.71447, 0.41326, 4.10495], [-2.49477, 0.45376, 4.78005], [-1.33307, 0.62136, 4.05155], [-1.29607, 0.76136, 2.72845], [-3.26657, 1.24766, -1.24975], [-4.14867, 2.00646, 0.09305], [-4.27927, 0.25856, -0.17015], [-1.10947, 3.50736, -2.56995], [-0.40067, 4.78126, -4.58365], [1.82293, 4.37126, -5.57105], [3.34083, 2.70896, -4.54495], [2.62213, 1.46576, -2.51605], [-4.62687, 0.53536, 2.17065], [-4.64107, 0.30056, 4.64675], [-2.44497, 0.36826, 5.85545], [-0.38167, 0.62186, 4.56835], [-1.13047, -2.15444, 1.00155], [-0.00027, -2.98164, 1.60355], [-0.08907, -2.94344, 3.13035], [1.32793, -2.55464, 1.00025], [1.90163, -3.48564, 0.14145], [3.09833, -3.24174, -0.49555], [3.75233, -2.05674, -0.24115], [3.23703, -1.08904, 0.61585], [4.23273, 0.03766, 0.88665], [3.74543, 1.46586, 1.10365], [5.14313, -0.39824, 2.04755], [1.97503, -1.31294, 1.21815], [1.43853, -0.33004, 2.07545], [1.95243, -0.31544, 3.32075], [2.61663, -1.41054, 3.93005], [3.07133, -1.35424, 5.22705], [2.92953, -0.21254, 6.00495], [2.33663, 0.90676, 5.43455], [1.87293, 0.82696, 4.14365], [1.33033, 1.95466, 3.55765], [-2.10627, -2.52514, 1.32015], [-1.05537, -2.18164, -0.08405], [-1.01437, -1.12554, 1.32985], [-0.15437, -4.02654, 1.30045], [-0.06347, -1.92184, 3.49825], [0.71903, -3.50514, 3.59425], [-1.03207, -3.39374, 3.44285], [1.39843, -4.42664, -0.04175], [3.53083, -3.97134, -1.16615], [4.71173, -1.87684, -0.71155], [4.87153, 0.07736, -0.00895], [3.04243, 1.55736, 1.92465], [3.26433, 1.84646, 0.20495], [4.60753, 2.09626, 1.32025], [4.64343, -0.27594, 3.00655], [6.05233, 0.20256, 2.05215], [5.41873, -1.44614, 1.93515], [2.76013, -2.30424, 3.34235], [3.55533, -2.22964, 5.64045], [3.27883, -0.19284, 7.02635], [2.23443, 1.83276, 5.98035], [1.84833, 5.39626, 3.25345], [0.92403, 4.67416, 4.64315], [-0.67987, 4.35246, 4.00135], [-1.04527, 3.90446, 2.77925], [-0.08117, 3.56846, 1.40605], [-2.80667, 3.73796, 2.57265], [-3.25697, 3.92716, 4.23825], [-4.77127, 3.66106, 4.81325], [-1.93687, 4.49846, 5.22885], [2.85353, 5.56156, 3.62945], [1.38233, 6.33556, 2.97225], [1.86103, 4.70016, 2.41905], [-2.75357, -5.30484, -1.20795], [-3.26287, -3.95324, -1.68985], [-2.57237, -3.50894, -2.97705], [-2.86917, -2.04564, -3.33475], [-2.09517, -1.10034, -2.54465], [-0.78547, -0.82454, -2.89375], [0.50893, -1.40844, -2.04875], [-0.55467, -0.10104, -4.00525], [-1.50137, 0.66716, -4.77685], [-1.13327, 0.65096, -6.26365], [-1.26607, -0.71404, -6.94475], [-0.16757, -1.69574, -6.54925], [-3.22117, -5.56354, -0.26055], [-1.67607, -5.27084, -1.06595], [-2.98047, -6.08694, -1.93025], [-3.07117, -3.21434, -0.91145], [-4.34617, -3.99794, -1.84135], [-2.89517, -4.14104, -3.80745], [-1.49177, -3.62574, -2.85755], [-3.93027, -1.83184, -3.17095], [-2.63817, -1.88114, -4.38705], [-2.13937, -1.34254, -1.56065], [0.41113, 0.19066, -4.09105], [-1.49817, 1.70956, -4.42805], [-2.50067, 0.26476, -4.61205], [-0.10197, 1.00036, -6.37195], [-1.78297, 1.36636, -6.77225], [-1.23257, -0.55904, -8.02855], [-2.23887, -1.15084, -6.71005], [0.80703, -1.24924, -6.72385], [-0.23747, -2.60164, -7.14625], [-0.23037, -1.97254, -5.50085]], "forces_ev_per_a": [[2.0, 1.4, 0.8], [0.3, 0.0, 0.1], [-0.7, 0.1, -0.3], [-1.2, -0.9, 0.2], [0.4, 0.9, -1.9], [-1.5, -0.2, 0.0], [1.0, 0.0, -0.1], [0.1, 0.1, -0.3], [0.1, -0.1, 0.2], [0.1, 0.1, -0.2], [0.0, 0.0, -0.1], [0.2, 0.0, -0.2], [-0.2, 0.0, 0.3], [-0.1, -0.3, 0.1], [0.1, -0.1, 0.1], [0.0, 0.0, -0.3], [0.3, 0.0, 0.0], [-0.2, -0.1, 0.8], [-1.4, -0.3, 0.4], [-0.1, 0.0, 0.0], [-0.1, 0.0, 0.0], [-0.1, 0.0, 0.0], [0.0, 0.0, 0.1], [0.0, 0.0, 0.0], [0.0, 0.0, 0.0], [0.1, 0.0, -0.1], [0.1, 0.0, 0.0], [-0.1, 0.0, 0.0], [-0.1, 0.0, 0.0], [0.0, 0.0, 0.0], [-0.1, 0.1, 0.0], [0.1, -0.2, 0.1], [-0.2, 0.2, 0.1], [0.0, -0.1, -0.2], [0.1, 0.0, 0.0], [0.1, 0.0, 0.0], [0.1, 0.0, 0.0], [0.0, -0.1, -0.1], [-0.1, -0.1, -0.2], [0.0, 0.1, 0.2], [0.0, 0.0, -0.3], [0.0, 0.1, -0.1], [0.6, -0.6, -0.4], [0.0, -0.2, -0.2], [0.3, -0.2, 1.1], [-0.2, 0.3, -0.2], [0.1, -0.1, 0.2], [0.0, 0.0, 0.0], [-0.1, 0.0, 0.0], [0.2, -0.1, -0.3], [0.0, -0.6, -0.1], [-0.1, 0.0, 0.1], [0.0, 0.0, 0.0], [-0.1, -0.1, -0.1], [0.1, 0.1, 0.0], [0.0, 0.0, 0.1], [0.1, 0.0, 0.1], [-0.1, 0.0, 0.0], [-0.1, 0.0, 0.0], [0.0, -0.1, -0.1], [0.0, 0.0, 0.0], [-0.1, -0.1, 0.1], [0.1, 0.0, 0.1], [0.0, 0.0, 0.1], [0.1, 0.1, 0.1], [0.0, 0.0, 0.0], [0.1, 0.1, 0.0], [0.1, -0.1, 0.1], [0.0, -0.1, 0.0], [0.0, 0.0, 0.1], [0.0, 0.1, 0.0], [-0.1, 0.1, 0.0], [-0.3, -0.1, 0.2], [0.2, 0.2, 0.1], [0.0, -0.2, 0.1], [-0.7, 0.5, 0.6], [0.4, 0.0, -0.6], [0.4, 0.1, 0.8], [0.3, 0.3, -0.2], [-0.2, 0.1, 0.1], [-0.2, -0.3, -0.7], [0.1, 0.1, 0.1], [0.1, 0.1, -0.1], [0.1, 0.1, 0.1], [-0.2, 0.2, 0.0], [0.2, -0.1, -0.2], [-0.2, 0.2, 0.0], [0.1, -0.3, -0.2], [-0.4, 0.3, 0.3], [0.5, -0.1, -0.3], [0.3, -0.1, 0.2], [-0.2, 0.1, 0.1], [-0.1, 0.3, -0.2], [-0.3, -0.2, 0.2], [0.2, 0.1, 0.1], [-0.2, -0.1, -0.1], [0.0, -0.1, 0.1], [0.1, 0.0, 0.1], [0.0, -0.1, -0.1], [-0.1, 0.1, 0.1], [0.0, 0.1, 0.0], [0.0, -0.1, 0.0], [0.0, 0.0, -0.1], [0.0, 0.0, -0.1], [-0.1, 0.1, 0.0], [0.2, 0.1, -0.1], [-0.1, -0.2, 0.0], [-0.1, -0.2, 0.0], [0.0, 0.1, -0.1], [0.0, 0.1, 0.0], [0.1, 0.1, 0.0], [-0.1, -0.1, 0.1], [-0.2, 0.0, -0.1], [0.2, 0.0, 0.0], [0.0, -0.1, -0.1], [0.1, 0.0, 0.0]], "lowdin_charge": [0.7061, -0.0247, -0.3039, -0.1605, 0.0765, -0.5378, -0.1510, -0.1487, -0.0442, -0.0944, -0.1033, -0.0890, -0.0296, -0.2967, -0.0379, -0.0988, -0.0590, -0.1063, -0.0092, 0.0575, 0.0766, 0.0748, 0.1151, 0.0990, 0.0934, 0.0973, 0.1171, 0.1088, 0.0999, 0.1044, 0.1063, -0.0736, -0.3451, -0.0517, -0.1663, -0.0935, -0.1091, -0.0682, -0.1216, -0.3405, -0.0547, -0.0547, -0.1842, -0.0292, -0.2731, -0.0487, -0.1066, -0.1120, -0.0268, -0.2324, -0.0494, 0.0884, 0.0143, 0.0363, 0.1194, 0.0584, 0.0744, 0.0780, 0.1037, 0.0966, 0.1085, 0.1225, 0.0514, 0.0613, 0.0800, 0.0628, 0.0730, 0.0782, 0.1142, 0.0983, 0.0883, 0.1069, -0.3937, 0.8060, -0.9884, -1.0470, 0.7046, 0.9314, -1.4791, 0.4998, 0.8718, 0.0279, 0.0372, -0.0364, -0.1086, -0.2679, -0.1982, -0.1987, -0.0052, -0.8412, 0.7933, -0.0006, -0.1784, -0.1930, -0.2600, -0.1090, 0.0678, 0.0678, 0.0683, 0.0826, 0.1088, 0.1112, 0.0992, 0.1190, 0.0944, 0.0786, 0.1073, 0.1020, 0.1119, 0.1090, 0.1070, 0.0995, 0.0964, 0.0732, 0.0655, 0.0523]}